Entry from OMol25: 2 unconnected molecules or ions with the total composition C7H7BrClP (ωB97M-V with the def2-TZVPD basis set).

The HOMO energy (spin up / spin down) is -0.3220 / -0.3054 hartree. The LUMO energy (spin up / spin down) comes out at -0.0461 / -0.0036 Ha.

```
! wB97M-V def2-TZVPD RIJCOSX def2/J DEFGRID3
* xyz 0 1
C -1.1826 1.2947 -0.7089
C -0.0520 1.9329 -1.1842
C -1.0950 0.1765 0.1024
C 1.2075 1.4214 -0.8615
C 0.1493 -0.3574 0.4618
C 1.1971 0.3161 -0.0854
C 0.2972 -1.5406 1.3615
P 4.4248 -0.9124 0.5070
Cl 4.8244 -1.9541 -1.1596
Br 5.0068 1.1256 -0.0935
H -2.1578 1.6843 -0.9618
H -0.1300 2.8191 -1.7952
H -1.9909 -0.2935 0.4868
H 2.1156 1.8927 -1.2053
H 1.3163 -1.5918 1.7420
H -0.3942 -1.4773 2.2004
H 0.0870 -2.4612 0.8178
*
```



Entry from OMol25: a molecular structure, C18H40OP2SiSn (ωB97M-V with the def2-TZVPD basis set).

The HOMO energy (spin up / spin down) is -0.4945 / -0.4981 hartree. The LUMO energy (spin up / spin down) comes out at -0.3169 / -0.3231 Ha.

```
! wB97M-V def2-TZVPD RIJCOSX def2/J DEFGRID3
* xyz 2 1
P -3.0257 1.1512 1.0655
P -1.2099 -1.1010 -1.8005
C -3.5479 0.7703 -0.6993
C -3.0283 -0.5100 -1.4290
H -3.4474 1.6952 -1.2837
H -4.6468 0.6663 -0.6445
H -3.3277 -1.3616 -0.8068
H -3.5578 -0.5655 -2.4003
C -1.0583 -0.5996 -3.5923
H -0.2283 -1.1822 -4.0236
H -0.8772 0.4816 -3.7158
H -1.9841 -0.9009 -4.1061
C -1.3160 -2.8745 -2.3304
H -1.3943 -2.9726 -3.4235
H -2.1551 -3.4347 -1.9000
H -0.4004 -3.4251 -2.0785
C -2.4290 2.9510 1.1630
H -1.6404 3.0301 1.9324
H -3.2291 3.6805 1.3543
H -1.9989 3.2978 0.2054
C -4.7934 1.6129 1.5512
H -5.4120 0.7628 1.2633
H -5.1020 2.5019 0.9800
H -4.9159 1.8104 2.6214
Sn -0.4403 3.2437 -1.7035
C -2.3109 2.7991 -3.4832
C -0.9945 3.3009 -3.8474
C -0.6956 4.7366 -4.2732
C -1.6082 5.6919 -3.5348
C -1.5720 5.2552 -2.0817
C -2.7783 5.0184 -1.4119
C -3.8765 4.1870 -2.0136
C -3.6030 3.5389 -3.4347
C 0.7828 3.0246 0.1643
H -2.4041 1.7079 -3.4341
H -0.2183 2.5458 -4.1177
H -0.7684 4.7824 -5.3608
H 0.3526 4.9482 -4.0437
H -1.3770 6.7600 -3.6781
H -2.6335 5.5845 -3.9078
H -0.5777 5.4002 -1.5452
H -3.0555 5.6185 -0.5354
H -4.8161 4.7894 -2.0320
H -4.2058 3.3672 -1.3639
H -4.4382 2.8421 -3.6997
H -3.6999 4.3451 -4.1761
H 0.1495 2.4996 0.9289
H 0.9396 4.0711 0.5309
H 1.7617 2.4752 0.2324
C 0.7502 -1.4794 1.6976
Si 1.7948 -0.7371 0.2746
C 3.3317 -0.9315 1.4488
C 1.7327 -2.3156 -0.8173
O 1.4201 0.5649 -0.4774
H 1.3920 -2.2589 2.1378
H -0.1704 -1.9526 1.3566
H 0.5033 -0.7529 2.4787
H 3.2678 -1.9670 1.7824
H 4.3102 -0.8053 1.0178
H 3.3046 -0.3399 2.3539
H 0.7087 -2.6688 -0.9374
H 2.1409 -2.1305 -1.8145
H 2.2910 -3.1198 -0.3210
*
```



Entry from OMol25: 12 unconnected molecules or ions with the total composition C44H120N8O14 (ωB97M-V with the def2-TZVPD basis set).

The HOMO energy is -0.3212 hartree. The LUMO energy comes out at 0.0168 Ha. The structure (SMILES) is COC[C@H](C)N.COC[C@H](C)N.COC[C@H](C)N.COC[C@H](C)N.COC[C@H](C)N.COC[C@H](C)N.COCCNCCOC.COCCNCCOC.CCO.CCO.CCO.CCO. The value obtained for the energy relative to the best compared isomer or geometry (same formula, charge and spin) is 76.1 kcal per mole.

```
! wB97M-V def2-TZVPD RIJCOSX def2/J DEFGRID3
* xyz 0 1
C 2.1164 -2.1609 3.9020
C 2.6274 -3.0212 5.0928
C 4.0673 -2.7731 5.5060
O 5.0196 -3.0348 4.4385
C 6.3645 -2.7696 4.9210
N 1.7337 -2.7267 6.2307
H 2.5389 -2.4301 2.9339
H 2.2459 -1.1028 4.1294
H 1.0361 -2.1671 3.7570
H 2.6083 -4.0679 4.7891
H 4.3923 -3.3177 6.3925
H 4.0682 -1.7238 5.8013
H 7.0775 -3.2648 4.2618
H 6.6475 -3.2280 5.8686
H 6.4433 -1.6828 4.9481
H 2.1455 -3.1197 7.0650
H 0.8597 -3.2118 6.0864
C -2.0337 0.8944 0.0899
C -1.7753 -0.3843 0.8872
C -0.2719 -0.6385 0.9343
O 0.2424 -0.9019 -0.4144
C 1.6440 -0.7130 -0.6317
N -2.1747 -0.1061 2.2727
H -1.6403 1.7474 0.6426
H -3.0954 1.1333 0.0287
H -1.6101 0.8555 -0.9137
H -2.2671 -1.2449 0.4337
H -0.0282 -1.5448 1.4888
H 0.3759 0.1257 1.3638
H 1.8333 0.3369 -0.8554
H 2.0446 -1.1469 -1.5479
H 2.2848 -0.9595 0.2149
H -3.1585 0.1180 2.3164
H -2.1635 -0.9776 2.7831
C 4.9496 1.0349 -0.0373
C 5.0261 0.2829 -1.3761
C 6.1364 0.7571 -2.3976
O 6.0403 2.1516 -2.5288
C 7.0543 2.8011 -3.2117
N 5.3317 -1.0812 -0.9818
H 4.0994 0.6471 0.5239
H 4.7812 2.0587 -0.3714
H 5.8362 0.9905 0.5952
H 4.1149 0.2101 -1.9698
H 5.9910 0.3459 -3.3965
H 7.1444 0.4894 -2.0808
H 6.6952 3.8243 -3.3228
H 7.1217 2.4761 -4.2499
H 8.0434 2.7885 -2.7540
H 6.2628 -1.0795 -0.5904
H 5.5040 -1.6033 -1.8291
C -3.1834 -3.8265 1.6566
C -3.2527 -5.4096 1.5902
C -4.3325 -5.9082 0.6238
O -4.0860 -5.2345 -0.6032
C -4.9943 -5.6368 -1.6378
N -1.9109 -5.8869 1.2058
H -4.0641 -3.2823 1.9979
H -2.8399 -3.4276 0.7022
H -2.3347 -3.6076 2.3046
H -3.4579 -5.8414 2.5698
H -5.3049 -5.6368 1.0349
H -4.3642 -6.9969 0.5808
H -6.0155 -5.3383 -1.4009
H -4.9094 -6.7063 -1.8303
H -4.7432 -5.1723 -2.5914
H -1.9021 -5.7257 0.2088
H -1.2322 -5.2568 1.6091
C 4.1390 -4.1020 1.0431
C 4.5183 -5.0724 -0.0846
C 3.6903 -4.8049 -1.3716
O 2.3257 -4.9562 -1.0340
C 1.8285 -6.3425 -1.0173
N 5.9042 -4.7465 -0.5205
H 4.3097 -3.0617 0.7660
H 4.7759 -4.4320 1.8638
H 3.1619 -4.3325 1.4675
H 4.4390 -6.1039 0.2585
H 3.9712 -5.4445 -2.2083
H 3.8455 -3.7729 -1.6865
H 2.1109 -6.7701 -0.0553
H 2.2695 -6.8844 -1.8539
H 0.7458 -6.4386 -1.0999
H 5.8879 -3.7635 -0.7519
H 6.5235 -4.8917 0.2640
C 1.5579 7.5319 1.9926
C 2.6223 6.5936 1.3305
C 2.1118 5.7261 0.1653
O 1.3006 4.6263 0.6421
C 2.0310 3.5778 1.3082
N 3.7023 7.4140 0.8662
H 1.0717 8.2568 1.3399
H 2.0345 8.1165 2.7796
H 0.7756 6.9458 2.4749
H 2.9950 5.8756 2.0609
H 2.9432 5.3567 -0.4350
H 1.5161 6.2834 -0.5577
H 2.9528 3.3662 0.7663
H 1.4850 2.6346 1.2899
H 2.2426 3.8760 2.3350
H 4.0611 7.8861 1.6838
H 3.5548 8.1693 0.2121
C -0.7652 -3.9170 -2.3248
C -0.0425 -3.9172 -3.6101
O -0.8620 -3.4902 -4.6344
H -1.1017 -2.9488 -1.9541
H -0.0591 -4.2231 -1.5528
H -1.6308 -4.5794 -2.3367
H 0.2258 -4.9415 -3.8685
H 0.8531 -3.3010 -3.6896
H -0.9828 -2.5457 -4.5123
C -0.0564 0.7296 4.8647
C 0.0171 0.0940 6.2390
O 1.3750 0.0187 6.6193
H 0.4981 1.6628 4.7655
H -1.1057 0.9387 4.6565
H 0.1534 0.0996 4.0003
H -0.3559 -0.9165 6.0725
H -0.5312 0.6315 7.0127
H 1.7103 -0.8762 6.5284
C -3.8644 -2.0590 -2.7901
C -4.7064 -1.2307 -3.7512
O -4.9622 -2.1782 -4.7493
H -4.4700 -2.8356 -2.3230
H -3.5927 -1.4091 -1.9583
H -2.9599 -2.4561 -3.2508
H -4.2844 -0.2950 -4.1178
H -5.6297 -1.0491 -3.2011
H -5.6361 -1.9268 -5.3851
C -1.2239 0.8197 -4.9237
C -1.0348 0.7171 -3.4148
O -0.5066 -0.5172 -3.1333
H -1.9269 1.5958 -5.2265
H -1.7227 -0.0665 -5.3160
H -0.2925 1.0049 -5.4588
H -2.0310 0.7378 -2.9729
H -0.4256 1.5099 -2.9806
H -0.1328 -0.5848 -2.2516
C -3.0150 -2.1649 5.4799
O -3.7821 -1.7260 4.3203
C -4.8799 -0.9000 4.6892
C -5.6986 -0.5348 3.3977
N -5.0286 0.4767 2.5571
C -5.7174 0.7580 1.2841
C -5.7716 -0.4462 0.3042
O -6.8026 -1.3630 0.5749
C -6.6285 -2.5671 -0.1628
H -2.7271 -1.2724 6.0354
H -2.0873 -2.6839 5.2390
H -3.5473 -2.8171 6.1723
H -4.5643 -0.0038 5.2234
H -5.5409 -1.4230 5.3804
H -6.6768 -0.1249 3.6492
H -5.9058 -1.4985 2.9325
H -5.1928 1.3646 3.0096
H -5.2268 1.6390 0.8703
H -6.7191 1.1529 1.4537
H -4.8275 -0.9902 0.2756
H -5.8922 -0.1374 -0.7341
H -6.7264 -2.5084 -1.2468
H -7.2818 -3.3474 0.2274
H -5.6044 -2.8858 0.0319
C -1.4541 3.7766 -1.4134
O -1.4283 4.8114 -2.4480
C -0.2007 5.0571 -3.1054
C -0.2496 6.0748 -4.2182
N -0.5775 7.3916 -3.6484
C -1.1951 8.2794 -4.5849
C -0.2142 8.7251 -5.6425
O -0.7513 9.8594 -6.3712
C 0.1457 10.5766 -7.2002
H -2.1045 4.1898 -0.6424
H -0.4313 3.5980 -1.0817
H -2.0054 2.9594 -1.8786
H 0.2879 4.1779 -3.5255
H 0.5748 5.2795 -2.3725
H -1.0382 5.8381 -4.9325
H 0.7359 6.0352 -4.6822
H -1.1607 7.2673 -2.8332
H -1.5484 9.1782 -4.0794
H -2.0790 7.9523 -5.1323
H -0.0020 7.8785 -6.2954
H 0.7100 9.0114 -5.1406
H 0.8274 11.1770 -6.5979
H -0.4569 11.2910 -7.7611
H 0.7154 10.0156 -7.9411
*
```



Entry from OMol25: a single C5H8N2 molecule (ωB97M-V with the def2-TZVPD basis set).

The HOMO energy is -0.2758 hartree. The LUMO energy comes out at 0.0243 Ha. The value obtained for the energy relative to the best compared isomer or geometry (same formula, charge and spin) is 83.4 kcal per mole.

```
! wB97M-V def2-TZVPD RIJCOSX def2/J DEFGRID3
* xyz 0 1
C -1.2857 -1.2563 0.3298
N -0.0847 -0.4502 0.1746
C 1.1498 -0.8760 0.2645
C 1.9995 0.2556 -0.1223
C 1.1364 1.4975 -0.2463
C -0.1079 0.9405 -0.1459
N -1.3937 1.4888 -0.3982
H -1.9894 -0.9653 -0.4524
H -1.0346 -2.3154 0.2522
H -1.7441 -1.0584 1.3027
H 1.3839 -1.8928 0.5618
H 3.0378 0.2757 0.2111
H 2.0087 0.2372 -1.2352
H -1.8389 1.7983 0.4622
H -1.2370 2.3208 -0.9587
*
```



Entry from OMol25: 11 unconnected molecules or ions with the total composition C21H39Cl20NO2P (ωB97M-V with the def2-TZVPD basis set).

The HOMO energy is -0.1539 hartree. The LUMO energy comes out at 0.0602 Ha.

```
! wB97M-V def2-TZVPD RIJCOSX def2/J DEFGRID3
* xyz -1 1
C -2.4669 -3.8258 -0.1849
C -1.1550 -2.8625 0.1276
C 0.2217 -3.6714 0.6229
C 1.5157 -2.7326 0.9854
C 1.5261 -1.0633 0.8867
C 2.8868 -0.2018 1.3277
P 3.1726 -0.4338 3.2309
O 1.8811 0.6680 3.7546
C 1.1225 -0.2812 4.6353
C 2.2365 -1.2530 5.3874
C 1.8085 -2.7780 5.8167
N 2.9604 -3.6020 6.3976
O 3.6175 -1.0251 4.8459
C 0.1573 -0.2905 0.3422
C -1.1719 -1.2079 -0.0294
H -3.4308 -3.1552 -0.1739
H -2.4841 -4.6771 0.6470
H -2.2653 -4.3343 -1.2238
H 0.2579 -4.8496 0.7412
H 2.5189 -3.2148 1.3771
H 2.7208 0.9566 1.0937
H 3.8299 -0.5157 0.6961
H 2.1043 -1.4314 3.3826
H 4.0564 -1.4984 2.7840
H 4.2061 0.5970 3.2706
H 0.1641 -0.7900 4.1623
H 0.6262 0.4215 5.4627
H 2.3285 -0.7204 6.4335
H 0.9890 -2.7390 6.6791
H 1.3177 -3.4057 4.9330
H 3.5563 -2.9200 6.9165
H 3.4655 -4.0697 5.6129
H 0.2073 0.8846 0.2490
H -2.1578 -0.6664 -0.4107
C 4.4650 -5.5836 0.2828
Cl 2.9121 -5.9332 -0.4862
Cl 4.2393 -4.7167 1.8067
H 4.9832 -6.5248 0.4822
H 5.0651 -4.9677 -0.3914
C -3.2554 -2.7359 -3.6501
Cl -3.3167 -4.4794 -3.3645
Cl -1.5950 -2.1353 -3.5638
H -3.6594 -2.5235 -4.6429
H -3.8567 -2.2297 -2.8910
C 1.9401 -0.4457 -4.3283
Cl 0.5495 0.1219 -5.2606
Cl 1.5467 -0.5664 -2.6091
H 2.2363 -1.4313 -4.6956
H 2.7654 0.2589 -4.4558
C -0.6044 3.7944 0.7657
Cl -1.5296 2.5698 -0.1115
Cl 1.1233 3.6565 0.4178
H -0.9502 4.7859 0.4634
H -0.7631 3.6595 1.8384
C -2.6889 7.4013 1.8956
Cl -3.6141 6.1767 1.0184
Cl -0.9612 7.2634 1.5476
H -3.0347 8.3928 1.5932
H -2.8477 7.2664 2.9682
C -4.7009 -6.8073 1.6333
Cl -4.1658 -5.5145 2.7138
Cl -3.5676 -7.0274 0.2946
H -4.7680 -7.7394 2.1996
H -5.6830 -6.5495 1.2293
C -4.3066 3.8417 -2.3366
Cl -4.9613 2.5239 -3.3163
Cl -4.3400 5.3706 -3.2233
H -4.9074 3.9432 -1.4296
H -3.2730 3.6073 -2.0703
C -5.3157 8.9885 -2.5686
Cl -4.1001 9.4071 -3.7820
Cl -4.6989 7.7722 -1.4438
H -5.5837 9.8877 -2.0086
H -6.1996 8.5908 -3.0731
C 0.8130 3.0529 -8.0464
Cl 1.3482 4.3457 -6.9659
Cl 1.9463 2.8329 -9.3850
H 0.7459 2.1209 -7.4800
H -0.1690 3.3107 -8.4503
C 5.1469 0.7905 -1.5733
Cl 6.3624 1.2092 -2.7867
Cl 5.7636 -0.4257 -0.4485
H 4.8788 1.6897 -1.0133
H 4.2630 0.3928 -2.0778
*
```



Number 1: electronic energy -99224.4020 eV. Number 2: electronic energy -53624.2844 eV. Number 3: electronic energy -88150.3242 eV. Number 4: electronic energy -8291.3780 eV. Number 5: electronic energy -287720.0512 eV.